Entry from the Open Molecules 2025 dataset: a single C26H27N5O5S molecule (ωB97M-V/def2-TZVPD).

Gap between HOMO and LUMO, eV: 7.17
HOMO, eV: -7.7
SMILES: [H]/N=C1/C(=C\c2ccc(OCCOc3ccc(NC(C)=O)cc3)c(OC)c2)C(=O)N=C2SC(C(C)C)=NN21
ΔE to the lowest compared entry with this formula, charge and spin, kcal/mol: 0.0
DFT total energy, a.u.: -2055.1246

Last column: Löwdin charge in e.
Element x y z (Å)
C (-0.094, -0.731, -4.302)  -0.0601
H (0.771, -0.070, -4.402)  0.1012
O (0.300, -2.048, -3.989)  -0.0928
C (0.957, -2.265, -2.813)  -0.1914
C (1.296, -1.248, -1.940)  0.0510
C (2.003, -1.492, -0.758)  -0.1891
C (2.470, -2.795, -0.528)  -0.0309
C (2.106, -3.818, -1.369)  -0.0035
C (1.294, -3.594, -2.480)  -0.1963
O (0.913, -4.709, -3.166)  -0.0147
C (-0.385, -4.765, -3.727)  -0.1372
C (-1.508, -4.759, -2.671)  -0.1363
O (-1.875, -3.455, -2.274)  -0.0355
C (-1.484, -2.907, -1.086)  -0.2699
C (-0.781, -3.541, -0.069)  -0.0179
C (-0.468, -2.854, 1.089)  -0.0180
C (-0.846, -1.529, 1.270)  -0.2285
C (-1.555, -0.893, 0.254)  -0.0046
C (-1.864, -1.576, -0.901)  0.0034
H (-2.422, -1.093, -1.688)  0.1204
H (-1.868, 0.130, 0.378)  0.1018
N (-0.518, -0.912, 2.484)  0.1370
C (-0.812, 0.340, 2.927)  -0.5100
O (-1.377, 1.185, 2.259)  0.0312
C (-0.350, 0.581, 4.344)  0.0065
H (-0.733, 1.536, 4.691)  0.0850
H (-0.697, -0.213, 5.002)  0.0841
H (0.738, 0.614, 4.369)  0.0734
H (0.014, -1.495, 3.116)  0.1484
H (0.083, -3.363, 1.867)  0.1191
H (-0.459, -4.567, -0.155)  0.1106
H (-1.224, -5.387, -1.824)  0.1220
H (-2.404, -5.183, -3.137)  0.1327
H (-0.405, -5.721, -4.255)  0.1324
H (-0.554, -3.949, -4.432)  0.1231
H (2.409, -4.835, -1.172)  0.1250
H (3.069, -3.006, 0.345)  0.1180
C (2.230, -0.528, 0.276)  0.0615
C (1.746, 0.707, 0.594)  -0.0439
C (0.892, 1.584, -0.190)  -0.2829
N (0.698, 1.501, -1.439)  0.1779
H (0.069, 2.214, -1.799)  0.0667
N (0.301, 2.626, 0.550)  -0.0558
C (0.669, 2.899, 1.829)  -0.5949
N (1.548, 2.270, 2.509)  0.1335
C (2.110, 1.129, 1.992)  -0.4599
O (2.834, 0.449, 2.695)  0.0489
S (-0.241, 4.264, 2.403)  1.1427
C (-1.056, 4.297, 0.835)  -0.5264
N (-0.649, 3.412, 0.018)  0.1239
C (-2.132, 5.279, 0.537)  -0.4213
C (-1.593, 6.706, 0.648)  -0.0716
H (-1.235, 6.894, 1.657)  0.0686
H (-0.772, 6.862, -0.048)  0.0848
H (-2.382, 7.417, 0.419)  0.0818
C (-3.299, 5.056, 1.500)  -0.0670
H (-2.986, 5.264, 2.521)  0.0717
H (-4.124, 5.717, 1.245)  0.0819
H (-3.645, 4.027, 1.447)  0.0870
H (-2.464, 5.090, -0.489)  0.1424
H (2.866, -0.915, 1.071)  0.1210
H (1.015, -0.229, -2.141)  0.0558
H (-0.771, -0.328, -3.545)  0.0871
H (-0.611, -0.804, -5.257)  0.0971

Entry from the Open Molecules 2025 dataset: a molecular structure, C26H27N6O4ReS (ωB97M-V/def2-TZVPD).

Gap between HOMO and LUMO (spin up / spin down), eV: 7.24 / 7.33
HOMO (spin up / spin down), eV: -11.3 / -10.9
Charge: +1
Multiplicity: 2
ΔE to the lowest compared entry with this formula, charge and spin, kcal/mol: 0.0
DFT total energy, a.u.: -2112.8057

Last column: Löwdin charge in e.
Element x y z (Å)
Re (-0.872, 0.353, 0.437)  1.5674
C (1.982, -0.748, -0.635)  -0.0771
N (0.873, -1.250, 0.210)  -0.1001
C (1.318, -1.645, 1.560)  -0.0892
C (1.184, -0.455, 2.451)  -0.2792
N (0.323, 0.499, 2.163)  -0.0215
C (0.357, 1.406, 3.219)  -0.1890
C (-0.378, 2.568, 3.426)  0.0141
C (-0.135, 3.251, 4.600)  -0.0528
C (0.803, 2.793, 5.536)  -0.0624
C (1.529, 1.634, 5.341)  -0.0043
C (1.287, 0.949, 4.158)  -0.1643
N (1.795, -0.234, 3.626)  0.1987
C (1.610, 0.527, -1.320)  -0.2984
N (0.749, 1.362, -0.796)  0.0409
C (0.725, 2.487, -1.612)  -0.1946
C (0.015, 3.678, -1.498)  0.0026
C (0.207, 4.620, -2.488)  -0.0477
C (1.090, 4.394, -3.554)  -0.0604
C (1.819, 3.226, -3.663)  -0.0027
C (1.622, 2.278, -2.669)  -0.1647
N (2.170, 1.019, -2.442)  0.1957
H (2.291, -1.508, -1.354)  0.1317
H (2.837, -0.522, 0.009)  0.1394
H (0.467, -2.060, -0.246)  0.0670
H (2.338, -2.035, 1.557)  0.1358
H (0.649, -2.429, 1.923)  0.1408
H (-1.109, 2.884, 2.691)  0.1076
H (-0.685, 4.158, 4.813)  0.1148
H (0.958, 3.362, 6.443)  0.1132
H (2.235, 1.274, 6.077)  0.1175
H (2.477, -0.834, 4.059)  0.1788
H (-0.651, 3.855, -0.664)  0.1113
H (-0.335, 5.554, -2.437)  0.1173
H (1.208, 5.161, -4.307)  0.1131
H (2.506, 3.066, -4.483)  0.1174
H (2.833, 0.551, -3.036)  0.1761
C (1.079, -5.824, -0.992)  -0.0353
C (0.226, -4.622, -1.278)  -0.2641
C (0.499, -3.784, -2.360)  -0.0348
C (-0.295, -2.675, -2.621)  -0.0615
C (-1.371, -2.392, -1.792)  -0.3028
C (-1.697, -3.242, -0.744)  -0.0637
C (-0.888, -4.336, -0.482)  -0.0281
S (-2.414, -1.020, -2.229)  0.6321
O (-3.766, -1.372, -1.932)  -0.2542
O (-2.051, -0.622, -3.559)  -0.2729
N (-1.970, 0.238, -1.204)  -0.3320
C (-2.731, 1.431, -1.578)  -0.1528
C (-2.746, 2.409, -0.400)  -0.6197
O (-3.335, 3.455, -0.464)  0.1091
O (-2.031, 2.009, 0.627)  -0.2032
H (1.975, -5.834, -1.610)  0.0803
H (0.519, -6.740, -1.188)  0.0957
H (1.384, -5.845, 0.055)  0.0840
H (1.317, -4.022, -3.030)  0.1207
H (-0.117, -2.035, -3.477)  0.1178
H (-2.586, -3.053, -0.155)  0.1163
H (-1.144, -5.007, 0.330)  0.1266
H (-3.756, 1.187, -1.861)  0.1333
H (-2.268, 1.948, -2.422)  0.1322
C (-2.274, -0.724, 1.651)  -0.2360
H (-3.266, -0.635, 1.203)  0.0156
H (-2.330, -0.288, 2.652)  0.0117
H (-2.057, -1.791, 1.767)  -0.0073

Entry from the Open Molecules 2025 dataset: a molecular structure, C26H27N8O4OsS (ωB97M-V/def2-TZVPD).

Gap between HOMO and LUMO, eV: 6.12
HOMO, eV: -10.2
Charge: +1
ΔE to the lowest compared entry with this formula, charge and spin, kcal/mol: 69.6
DFT total energy, a.u.: -2234.5899

Last column: Löwdin charge in e.
Element x y z (Å)
Os (-0.895, 0.757, 0.377)  1.4839
N (-0.819, -0.342, 4.539)  0.0652
C (-0.268, 0.322, 3.531)  -0.1592
N (-1.051, 0.191, 2.477)  -0.0831
C (-2.080, -0.580, 2.907)  -0.2988
N (-1.979, -0.923, 4.163)  0.1671
C (-3.110, -0.870, 1.968)  -0.2437
C (-4.167, -1.663, 2.248)  -0.0741
N (-5.239, -1.663, 1.395)  0.0905
C (-5.154, -1.046, 0.284)  -0.0652
C (-3.880, -0.440, -0.230)  -0.2595
N (-2.920, -0.242, 0.775)  0.0141
H (-0.480, -0.450, 5.481)  0.1721
H (0.661, 0.864, 3.568)  0.1261
H (-4.224, -2.243, 3.155)  0.1151
H (-6.043, -0.937, -0.328)  0.1223
H (-4.079, 0.488, -0.759)  0.1273
C (4.721, -2.045, 0.084)  -0.0329
N (3.671, -1.532, 0.966)  -0.2077
C (3.240, -2.498, 1.972)  -0.0913
C (2.852, -0.534, 0.572)  -0.6239
S (1.206, -0.662, 1.082)  0.8204
N (3.390, 0.508, -0.068)  -0.1652
C (4.808, 0.843, 0.034)  -0.0289
C (2.637, 1.460, -0.864)  -0.0575
H (4.486, -3.080, -0.173)  0.1025
H (5.692, -2.029, 0.580)  0.1011
H (4.773, -1.477, -0.838)  0.0877
H (4.124, -2.999, 2.362)  0.0981
H (2.563, -3.245, 1.551)  0.0936
H (2.731, -1.991, 2.787)  0.0639
H (5.286, 0.277, 0.826)  0.0910
H (4.882, 1.905, 0.268)  0.1012
H (5.330, 0.672, -0.908)  0.1015
H (1.605, 1.177, -0.933)  0.0001
H (3.047, 1.476, -1.876)  0.1132
H (2.717, 2.460, -0.438)  0.0978
C (0.075, 5.155, 2.131)  -0.0767
C (1.070, 4.189, 2.140)  -0.0817
C (0.793, 2.900, 1.698)  -0.1530
C (-0.475, 2.564, 1.220)  -0.3283
C (-1.469, 3.546, 1.222)  -0.1040
C (-1.199, 4.826, 1.684)  -0.0711
H (0.293, 6.160, 2.468)  0.1075
H (2.068, 4.440, 2.477)  0.1056
H (1.581, 2.155, 1.717)  0.0633
H (-2.457, 3.321, 0.836)  0.0963
H (-1.984, 5.571, 1.676)  0.1095
O (1.046, -0.876, -1.928)  0.0859
C (-0.096, -1.161, -2.145)  -0.3745
N (-1.191, -0.854, -1.264)  0.0677
C (-2.263, -1.389, -1.790)  -0.2901
O (-3.452, -1.364, -1.347)  0.1236
C (-1.994, -2.080, -3.071)  -0.0775
C (-2.821, -2.725, -3.963)  0.0220
C (-2.238, -3.199, -5.137)  -0.0427
C (-0.881, -3.028, -5.385)  -0.0434
C (-0.057, -2.382, -4.465)  0.0167
C (-0.642, -1.916, -3.310)  -0.0834
H (-3.878, -2.848, -3.767)  0.1271
H (-2.854, -3.698, -5.872)  0.1143
H (-0.463, -3.393, -6.314)  0.1134
H (0.999, -2.240, -4.656)  0.1252
O (-0.266, 1.792, -1.415)  -0.1730
C (-1.403, 2.125, -1.876)  -0.4537
O (-2.442, 1.842, -1.269)  -0.0439
H (-1.437, 2.660, -2.831)  0.1542

Entry from the Open Molecules 2025 dataset: a molecular structure, C26H27N8PdS2 (ωB97M-V/def2-TZVPD).

Gap between HOMO and LUMO (spin up / spin down), eV: 5.01 / 6.02
HOMO (spin up / spin down), eV: -7.8 / -10.4
Charge: +1
Multiplicity: 3
ΔE to the lowest compared entry with this formula, charge and spin, kcal/mol: 3.2
DFT total energy, a.u.: -2369.0704

Last column: Löwdin charge in e.
Element x y z (Å)
Pd (0.451, 0.454, -1.043)  0.9778
C (-3.850, 0.306, -0.792)  -0.0789
C (-2.546, -0.080, -0.739)  -0.1553
N (-1.512, 0.768, -1.067)  -0.0750
C (-1.806, 2.079, -1.309)  -0.1674
C (-3.143, 2.536, -1.409)  -0.1653
C (-4.185, 1.624, -1.170)  -0.0269
C (-3.335, 3.893, -1.747)  0.0170
C (-2.252, 4.756, -1.994)  -0.0687
C (-0.964, 4.333, -1.847)  -0.0061
C (-0.713, 2.980, -1.430)  -0.1918
N (0.484, 2.418, -1.179)  -0.0102
C (1.727, 2.981, -0.983)  -0.1996
C (2.027, 4.310, -0.753)  0.0104
C (3.361, 4.726, -0.593)  -0.0488
C (4.397, 3.834, -0.631)  -0.0142
C (4.126, 2.453, -0.790)  -0.1428
C (5.133, 1.464, -0.757)  0.0187
C (4.792, 0.143, -0.847)  -0.0220
C (3.436, -0.200, -0.965)  -0.0932
N (2.480, 0.701, -1.022)  -0.0205
C (2.797, 2.031, -0.947)  -0.1523
H (-4.621, -0.403, -0.527)  0.1038
H (-2.255, -1.068, -0.409)  0.0748
H (-5.214, 1.945, -1.232)  0.1086
H (-4.347, 4.263, -1.852)  0.1198
H (-2.453, 5.766, -2.323)  0.1114
H (-0.147, 4.987, -2.112)  0.1018
H (1.253, 5.054, -0.651)  0.1067
H (3.549, 5.779, -0.430)  0.1152
H (5.423, 4.156, -0.510)  0.1202
H (6.165, 1.770, -0.647)  0.1277
H (5.531, -0.643, -0.813)  0.1149
H (3.132, -1.237, -0.992)  0.0931
S (0.626, 1.147, 2.117)  0.5625
C (0.706, 0.521, 3.640)  -1.1960
N (0.698, 1.207, 4.787)  -0.0686
C (1.039, 0.479, 6.000)  -0.2258
C (0.582, -0.951, 5.744)  -0.4246
S (0.831, -1.198, 3.959)  0.9070
H (0.729, 2.214, 4.736)  0.1377
H (0.531, 0.916, 6.858)  0.1240
H (2.120, 0.518, 6.170)  0.1226
H (-0.473, -1.079, 5.983)  0.0810
H (1.168, -1.671, 6.310)  0.0802
C (-1.673, -5.564, 0.323)  -0.0695
C (-2.019, -5.265, -1.131)  -0.4065
C (-3.117, -4.213, -1.241)  -0.0664
C (-0.784, -4.879, -1.947)  -0.0942
N (-0.160, -3.642, -1.474)  -0.0787
C (-0.417, -2.376, -1.791)  -0.1153
N (0.357, -1.619, -1.044)  -0.0981
N (1.098, -2.440, -0.280)  0.0190
N (0.795, -3.652, -0.532)  0.0944
H (-2.556, -5.921, 0.852)  0.0852
H (-1.320, -4.669, 0.840)  0.0730
H (-0.896, -6.325, 0.405)  0.0841
H (-2.378, -6.187, -1.600)  0.1422
H (-2.831, -3.287, -0.734)  0.0589
H (-4.029, -4.566, -0.761)  0.0885
H (-3.358, -3.977, -2.279)  0.0856
H (-1.040, -4.718, -2.994)  0.1340
H (-0.008, -5.640, -1.892)  0.1334
H (-1.144, -2.040, -2.511)  0.1477